1.
The following is a quantum chemistry calculation of a 3-piece molecular cluster, C4H8N2 overall at a distorted geometry, from OMol25.

Results
relative energy (zero: lowest compared OMol25 entry of this formula, charge and spin)	313.8	kJ/mol
Kohn-Sham gap	11.0	eV
E_tot	-7254.623	eV
HOMO level	-9.838	eV
total charge	0

Structure (XYZ):
```
14
Properties=species:S:1:pos:R:3:forces:R:3:lowdin_charge:R:1
N 0.2908 -1.0907 -0.8085 -0.148 0.206 0.166 0.076
N 3.6411 0.4965 0.1164 -2.852 0.565 -0.553 0.030
C -2.4877 0.4878 0.6306 -4.487 1.836 1.569 -0.078
C -3.2713 -0.3612 0.0169 0.154 -0.887 -0.651 -0.079
C 1.2455 -1.0696 -1.4367 -0.358 -0.335 0.110 -0.079
C 2.9655 0.7139 1.1743 2.782 -0.928 -1.589 -0.091
H -2.9763 -1.0205 -0.7897 0.624 -0.037 0.148 0.046
H -1.5695 0.5914 0.2944 4.547 0.524 -1.129 -0.046
H -4.2805 -0.4913 0.2466 -1.622 0.149 0.530 0.019
H 2.0971 -1.1737 -2.0474 0.544 0.201 -0.230 0.043
H 3.4453 0.7672 2.1205 0.120 0.626 1.070 0.057
H -2.9323 1.3288 1.2624 0.782 -1.589 -0.445 0.083
H 1.9435 0.6977 1.0513 -2.366 -0.148 0.254 0.018
H 4.5992 0.6479 0.1662 2.280 -0.184 0.750 0.003
```
Forces are in eV/Å.

2.
The following is a quantum chemistry calculation of C17H26INO3 in the gas phase, from OMol25.

Results
relative energy (zero: lowest compared OMol25 entry of this formula, charge and spin)	13.0	kJ/mol
Kohn-Sham gap	8.7	eV
E_tot	-33784.890	eV
HOMO level	-8.267	eV
total charge	0

Structure (XYZ):
```
48
Properties=species:S:1:pos:R:3:forces:R:3:lowdin_charge:R:1
I -1.4871 3.5288 1.6528 -0.100 -0.008 -0.353 0.887
O -3.1513 3.6226 -4.3683 0.097 0.366 0.481 -0.088
O -2.8681 5.8867 -2.9739 -0.027 0.085 -0.097 0.085
O -0.6845 -0.3941 -2.4305 -0.218 -0.224 -0.413 0.059
N -0.6026 0.5993 -0.4134 -0.135 0.122 0.382 0.070
C -2.2715 2.2624 -1.0331 -0.038 0.014 0.172 -0.266
C -2.8176 3.4888 -3.0462 0.000 0.190 0.048 -0.196
C 1.4568 -0.2523 -1.3404 -0.031 -0.269 -0.231 -0.109
C -2.6700 4.7024 -2.3487 0.013 -0.425 -0.066 -0.247
C 1.2883 -1.7410 0.7242 0.209 -0.437 -0.189 -0.222
C -2.1034 3.4684 -0.3757 0.055 -0.123 0.349 -0.627
C -3.2691 2.4506 -5.1419 -0.036 -0.219 -0.210 -0.069
C -2.6236 2.2939 -2.3813 -0.090 0.119 -0.189 0.037
C -2.0149 0.9246 -0.3901 -0.038 -0.054 -0.124 -0.177
C -2.3080 4.6801 -1.0142 -0.056 0.181 -0.234 -0.082
C -0.0356 -0.0193 -1.4747 0.507 0.238 0.305 -0.506
C 1.7321 -1.6338 -0.7328 -0.077 0.239 0.191 -0.194
C 1.0969 -3.3077 2.7308 0.139 0.062 -0.015 -0.217
C 3.1313 -2.2946 3.9542 -0.180 -0.078 0.123 -0.270
C 1.6121 -2.3186 3.7793 0.094 -0.052 -0.124 -0.227
C 1.6470 -3.1014 1.3187 -0.250 0.159 0.187 -0.216
C 3.7026 -3.6272 4.4238 0.013 0.235 -0.115 -0.111
H 1.9147 0.5249 -0.7258 0.036 0.037 0.003 0.115
H 1.2732 -1.3127 3.5234 -0.074 0.047 0.056 0.099
H 1.7708 -0.9506 1.3030 -0.041 0.131 0.064 0.111
H 3.3749 -1.5265 4.6926 0.050 0.049 -0.077 0.104
H -2.1869 5.6188 -0.4987 0.016 0.105 0.059 0.105
H -3.1007 5.7047 -3.8952 0.016 -0.018 0.054 0.109
H 3.6087 -2.0048 3.0167 0.059 0.099 -0.031 0.096
H 1.1562 -2.5771 4.7385 -0.040 0.079 0.047 0.109
H 1.2157 -2.3878 -1.3302 0.052 -0.052 -0.040 0.121
H 0.2076 -1.5990 0.7899 -0.016 0.063 0.082 0.113
H -3.4847 2.7881 -6.1543 0.009 -0.089 0.053 0.095
H 2.8044 -1.8345 -0.7962 -0.001 -0.048 -0.035 0.116
H -2.7148 1.3519 -2.8968 -0.014 -0.112 -0.100 0.110
H -0.0229 0.9859 0.3142 0.036 -0.056 -0.085 0.108
H -2.3624 0.9090 0.6455 0.012 -0.021 -0.136 0.086
H -4.0897 1.8214 -4.7851 0.040 0.016 0.000 0.100
H -2.3395 1.8752 -5.1371 -0.031 0.017 0.014 0.102
H 2.7316 -3.2226 1.3210 0.093 -0.062 -0.064 0.106
H 3.2074 -3.9526 5.3363 -0.037 -0.093 0.106 0.074
H 1.8894 -0.2131 -2.3412 -0.065 0.116 0.036 0.120
H -2.5290 0.1446 -0.9569 0.003 0.095 0.141 0.126
H 0.0073 -3.2265 2.6961 -0.039 -0.093 0.003 0.110
H 1.2354 -3.8834 0.6753 0.073 -0.032 -0.050 0.115
H 4.7668 -3.5307 4.6278 0.092 -0.082 0.032 0.068
H 1.3346 -4.3238 3.0507 -0.087 -0.066 0.033 0.101
H 3.5723 -4.3973 3.6680 0.007 -0.151 -0.041 0.064
```
Forces are in eV/Å.

3.
The following is a quantum chemistry calculation of a 2-piece molecular cluster, C3H6NO2 overall at a distorted geometry, from OMol25.

Results
relative energy (zero: lowest compared OMol25 entry of this formula, charge and spin)	140.9	kJ/mol
Kohn-Sham gap	8.6	eV
E_tot	-8793.757	eV
HOMO level	-4.187	eV
total charge	-1

Structure (XYZ):
```
12
Properties=species:S:1:pos:R:3:forces:R:3:lowdin_charge:R:1
O -0.6268 -0.0907 -2.0508 -0.176 -0.080 -0.140 -0.149
O -1.9789 0.0910 -0.2714 -0.449 -0.024 0.027 -0.153
N 1.4664 -0.2383 1.2010 -0.915 -0.544 -0.028 -0.111
C 0.9121 1.0324 0.7056 0.351 0.053 0.618 -0.168
C 0.8770 -1.2976 0.7958 0.878 1.315 0.543 -0.080
C -1.7458 -0.0378 -1.4914 0.537 -0.031 -0.014 -0.677
H 0.1868 -1.2443 -0.0465 -0.367 -0.435 0.246 0.049
H 0.9442 1.6477 1.6187 -0.003 0.323 -0.451 0.056
H 1.1424 -2.1665 1.3983 -0.090 -0.513 -0.713 0.045
H -2.6333 -0.1258 -2.1755 -0.084 0.035 0.053 0.082
H 1.5883 1.4564 -0.0433 -0.200 0.089 0.031 0.066
H -0.1322 0.9735 0.3595 0.519 -0.190 -0.171 0.041
```
Forces are in eV/Å.

4.
The following is a quantum chemistry calculation of a 2-piece molecular cluster, CH3N4S overall at a distorted geometry, from OMol25.

Results
relative energy (zero: lowest compared OMol25 entry of this formula, charge and spin)	496.2	kJ/mol
Kohn-Sham gap (spin up / spin down)	6.1 / 7.8	eV
E_tot	-17876.211	eV
HOMO level (spin up / spin down)	-2.369 / -3.776	eV
total charge	-1

Structure (XYZ):
```
9
Properties=species:S:1:pos:R:3:forces:R:3:lowdin_charge:R:1
S -2.8701 -0.1356 0.2537 -2.405 -0.714 0.300 0.285
N -0.6787 1.0389 -0.1755 -0.551 0.923 -0.520 -0.136
N 0.5865 0.8966 -0.2356 0.543 0.673 0.331 -0.138
N -1.2828 -0.1757 -0.0782 2.658 1.795 -0.019 -0.821
N -0.4296 -1.1245 -0.0747 0.185 -2.623 -0.239 -0.032
C 0.8435 -0.5336 -0.3607 0.245 0.405 4.961 -0.328
H 1.6994 -0.9006 0.3983 -1.835 0.698 -1.475 0.119
H 1.2212 -0.6689 -1.2953 0.929 -0.903 -3.144 0.042
H 0.9106 1.6034 1.5682 0.230 -0.254 -0.195 0.010
```
Forces are in eV/Å.

5.
The following is a quantum chemistry calculation of C37H50AsGe4O6PdS as an isolated structure at a distorted geometry, from OMol25.

Results
Kohn-Sham gap (spin up / spin down)	5.1 / 7.1	eV
E_tot	-352684.443	eV
HOMO level (spin up / spin down)	-0.807 / -2.802	eV
multiplicity	2
total charge	-2

Structure (XYZ):
```
100
Properties=species:S:1:pos:R:3:forces:R:3:lowdin_charge:R:1
Pd -0.1167 0.3737 0.1483 0.085 0.174 -0.205 0.353
As 0.7946 1.1465 -2.7205 -0.437 0.251 -0.679 0.869
Ge -0.7438 4.1624 0.8028 -0.189 0.290 0.138 0.705
Ge 0.3044 -0.5199 2.3322 -1.006 0.203 0.545 0.830
Ge -1.8604 2.0798 0.0756 -0.314 0.480 0.005 0.809
Ge -1.3310 -1.6375 0.0418 0.290 -0.650 0.494 0.831
S 2.7369 1.0817 0.0357 0.260 -0.071 0.133 0.433
O 1.6787 1.8716 0.6998 0.457 -0.254 -0.359 -0.421
O 2.2168 -0.1806 -0.5131 0.075 0.307 0.273 -0.399
O 0.2000 2.3420 -1.7381 0.024 -0.485 -0.040 -0.526
O 0.0666 -0.3375 -2.6753 0.385 0.196 0.241 -0.495
O 0.5524 1.6491 -4.4381 -0.003 0.135 0.086 -0.287
O 3.9293 0.9436 0.8477 0.018 0.084 -0.012 -0.332
C -3.2392 2.1233 -3.9767 -0.033 0.018 0.017 -0.113
C -2.6472 -3.5560 2.2121 0.113 0.085 -0.040 -0.231
C -2.0208 5.6736 1.1575 -0.135 -0.026 -0.013 -0.273
C -0.2986 -4.2689 -1.0331 -0.036 0.122 0.023 -0.185
C -4.0994 -4.5508 3.8893 0.021 -0.011 -0.030 -0.105
C -3.2133 -3.5597 3.4914 -0.058 0.024 0.027 -0.048
C -3.3643 4.3887 -3.2130 -0.025 -0.018 0.017 -0.107
C 0.4960 5.0297 -0.4353 0.159 -0.093 -0.144 -0.256
C -4.4568 -5.5653 3.0106 0.029 0.026 -0.013 -0.125
C -4.0594 -2.5443 -1.0057 0.088 0.054 -0.025 -0.177
C 0.0891 -2.8389 -0.6531 -0.001 -0.068 -0.234 -0.369
C -3.9166 -5.5698 1.7306 0.005 0.013 0.037 -0.098
C -4.6541 2.5429 3.3260 0.024 0.012 -0.045 -0.109
C 2.6973 1.6143 -2.7016 -0.035 0.144 0.434 -0.217
C -2.8238 1.7250 -2.7118 -0.012 0.032 0.015 -0.133
C 2.0666 -0.5224 3.2030 0.277 -0.127 -0.176 -0.363
C 3.3116 1.8901 -1.4674 -0.056 -0.299 -0.246 -0.256
C -3.5669 2.6935 2.4723 -0.051 -0.061 -0.054 -0.151
C -3.5096 3.4619 -4.2349 0.037 -0.001 0.005 -0.125
C 4.5174 2.7382 -3.8103 0.002 -0.004 -0.073 -0.101
C -3.4884 2.0170 1.2505 -0.011 -0.163 0.174 -0.336
C -0.8501 0.7854 3.3075 0.140 0.093 0.137 -0.373
C -1.6517 -2.5103 1.8399 -0.282 -0.078 -0.058 -0.341
C -5.6430 1.0045 1.7777 0.023 0.030 -0.012 -0.109
C 0.1925 4.1645 2.5417 0.081 -0.146 0.071 -0.267
C -0.7209 -2.1487 2.7309 0.274 -0.109 0.030 -0.253
C -2.9671 3.9764 -1.9452 -0.103 -0.108 0.033 -0.117
C 4.5037 2.5895 -1.4137 -0.078 0.057 -0.034 -0.070
C -4.5516 1.1650 0.9325 -0.015 0.101 0.016 -0.117
C -2.8836 -1.5786 -1.1674 -0.219 0.025 -0.062 -0.367
C 2.0716 -1.1701 4.5910 0.015 -0.010 -0.116 -0.187
C 5.0999 3.0287 -2.5895 0.044 0.029 0.009 -0.099
C -0.7595 0.8676 4.8320 -0.011 -0.040 -0.092 -0.178
C -5.7004 1.6981 2.9799 0.005 0.001 -0.014 -0.127
C -3.0287 -4.5781 1.3405 0.014 0.012 0.013 -0.067
C 3.3117 2.0457 -3.8674 0.046 -0.079 0.055 -0.093
C -2.6859 2.6390 -1.6625 0.187 -0.099 -0.178 -0.324
H -1.1262 -4.2831 -1.7514 0.017 -0.018 0.007 0.057
H -3.3336 1.3881 -4.7694 0.003 -0.011 0.009 0.094
H -6.4487 0.3331 1.5011 0.006 -0.005 -0.011 0.089
H -2.8600 4.7193 -1.1653 0.001 0.035 0.009 0.061
H 4.9921 3.0670 -4.7281 -0.007 -0.012 -0.002 0.090
H -4.4307 -2.5657 0.0204 -0.008 -0.001 -0.003 0.057
H -1.5282 1.5351 5.2394 0.012 -0.004 0.006 0.053
H 0.5217 -2.3156 -1.5075 -0.021 0.019 0.011 0.028
H 0.9205 3.3572 2.6152 0.011 0.020 -0.013 -0.005
H -4.1903 -6.3506 1.0301 0.012 0.000 -0.006 0.093
H -5.1522 -6.3378 3.3169 -0.004 0.000 -0.004 0.085
H -3.8115 3.7804 -5.2264 -0.001 0.001 -0.004 0.084
H 2.7790 -1.0292 2.5490 0.008 0.015 -0.001 0.051
H -2.5557 0.6881 -2.5548 0.062 0.012 -0.029 0.065
H -0.6043 -4.8491 -0.1594 0.021 -0.024 -0.001 0.042
H 3.0898 -1.2364 4.9886 -0.008 -0.005 0.020 0.056
H 0.5923 6.0831 -0.1523 0.001 -0.019 0.008 0.008
H -4.6818 3.0814 4.2673 0.007 0.010 -0.004 0.090
H 1.6637 -2.1839 4.5608 0.032 -0.005 -0.006 0.051
H -0.6307 -2.6985 3.6732 -0.077 0.028 -0.006 0.054
H -1.8660 0.5242 3.0050 0.002 -0.019 -0.021 0.044
H -4.5282 0.6111 -0.0001 -0.043 0.018 0.004 0.078
H -0.8944 -0.1133 5.2989 -0.011 0.019 0.016 0.054
H 2.8331 1.8477 -4.8157 -0.015 0.060 -0.017 0.090
H 1.4745 -0.6055 5.3053 -0.023 0.010 0.032 0.036
H -2.6099 -4.5934 0.3450 -0.023 -0.012 -0.026 0.074
H 0.8482 -2.8486 0.1322 0.026 -0.004 0.001 0.049
H -6.5521 1.5796 3.6401 0.011 -0.016 0.016 0.084
H -0.4053 1.6245 -4.5598 0.008 -0.015 -0.047 0.005
H -2.2286 6.2430 0.2480 0.021 -0.014 0.004 -0.006
H 0.1382 4.9462 -1.4605 0.004 0.009 -0.006 0.005
H -3.5430 5.4410 -3.4068 -0.028 0.001 0.018 0.088
H -2.7537 3.3463 2.7704 -0.004 -0.010 0.035 0.065
H -2.9745 5.3515 1.5807 0.014 0.008 -0.014 -0.007
H 2.3989 0.5171 3.2381 0.011 -0.014 0.056 0.054
H 0.2110 1.2560 5.1514 -0.001 -0.006 0.014 0.054
H -2.9551 -2.7575 4.1720 -0.007 -0.001 -0.006 0.106
H 6.0320 3.5805 -2.5512 -0.002 0.008 0.019 0.091
H -0.5126 4.0908 3.3742 0.027 -0.009 -0.004 0.004
H 0.5408 -4.7995 -1.4951 -0.015 -0.004 -0.014 0.055
H -4.5143 -4.5297 4.8906 -0.018 0.021 -0.007 0.090
H -4.8908 -2.2431 -1.6518 -0.003 -0.023 -0.004 0.060
H -0.6436 1.7683 2.8811 -0.050 -0.013 0.002 -0.002
H 0.7172 5.1217 2.6182 -0.009 -0.002 0.013 0.011
H 4.9585 2.7673 -0.4485 0.039 -0.049 -0.009 0.106
H -3.7913 -3.5668 -1.2790 -0.002 -0.011 0.022 0.048
H 1.4698 4.5419 -0.3837 -0.022 -0.021 -0.033 0.005
H -3.2545 -0.5605 -1.0612 0.000 -0.002 -0.082 -0.009
H -1.5364 6.3483 1.8709 -0.016 0.001 -0.014 0.002
H -2.4537 -1.6483 -2.1708 -0.007 0.053 -0.006 0.057
```
Forces are in eV/Å.